The following is a DFT calculation (ωB97M-V with the def2-TZVPD basis set) of C32H42BBrF8N5O7RuS3Si2 as an isolated structure at a distorted geometry.

```
102
Properties=species:S:1:pos:R:3:lowdin_charge:R:1
Ru 0.20 0.39 -0.28 1.022
Br 6.93 -2.04 3.18 0.694
C 5.55 -2.65 2.01 -0.667
C 5.43 -4.02 1.82 -0.130
C 4.43 -4.47 0.96 -0.066
C 3.58 -3.57 0.35 -0.006
C 3.71 -2.20 0.56 -0.105
C 4.73 -1.73 1.40 -0.044
C 2.75 -1.30 -0.06 -0.434
O 1.65 -1.66 -0.45 0.078
O 3.14 -0.03 -0.13 0.188
H 6.09 -4.71 2.31 0.093
H 4.33 -5.53 0.77 0.106
H 2.79 -3.90 -0.32 0.121
H 4.82 -0.67 1.58 0.123
C 1.20 7.65 5.31 -0.053
C 2.50 7.63 6.07 -0.753
O 2.70 8.23 7.09 -0.014
S 3.87 6.75 5.31 0.990
C 3.10 5.51 4.29 -0.584
C 2.43 4.44 4.89 -0.121
C 1.85 3.47 4.10 -0.027
C 1.93 3.53 2.70 -0.241
C 2.61 4.60 2.12 -0.019
C 3.19 5.59 2.91 -0.107
C 1.35 2.53 1.88 -0.117
C 0.87 1.69 1.13 -0.125
H 0.41 7.99 5.98 0.083
H 0.96 6.68 4.89 0.066
H 1.30 8.36 4.49 0.092
H 2.38 4.39 5.97 0.106
H 1.33 2.63 4.57 0.114
H 2.68 4.64 1.04 0.116
H 3.71 6.42 2.45 0.099
C -2.02 0.76 2.19 -0.182
N -3.26 1.11 2.88 -0.082
C -4.38 0.49 2.16 -0.178
N -4.45 0.94 0.77 -0.078
C -3.19 0.57 0.11 -0.170
N -2.04 1.20 0.78 -0.109
C -2.22 2.66 0.77 -0.176
N -3.47 3.05 1.44 -0.081
C -3.43 2.56 2.82 -0.192
C -4.58 2.40 0.75 -0.179
H -1.89 -0.32 2.21 0.080
H -1.18 1.24 2.69 0.109
H -5.31 0.74 2.67 0.116
H -4.23 -0.59 2.17 0.122
H -3.22 0.91 -0.93 0.114
H -3.07 -0.51 0.15 0.077
H -2.27 3.00 -0.26 0.078
H -1.37 3.13 1.27 0.110
H -4.36 2.84 3.32 0.114
H -2.59 3.04 3.33 0.121
H -4.59 2.73 -0.29 0.125
H -5.52 2.68 1.24 0.115
C -1.16 -4.66 -1.58 -0.203
Si -2.36 -3.41 -0.76 0.365
C -3.68 -4.48 0.12 -0.212
C -3.28 -2.58 -2.20 -0.190
C -1.55 -2.32 0.46 -0.375
Si -0.77 -2.90 2.01 0.361
C 0.13 -4.58 1.89 -0.200
C -2.10 -3.19 3.36 -0.206
C 0.48 -1.66 2.72 -0.181
H -1.60 -5.14 -2.46 0.006
H -0.85 -5.44 -0.88 0.000
H -0.27 -4.11 -1.89 0.014
H -4.25 -5.07 -0.60 0.006
H -4.39 -3.85 0.67 0.013
H -3.23 -5.17 0.84 0.003
H -3.95 -3.28 -2.70 0.016
H -2.57 -2.20 -2.93 0.005
H -3.87 -1.73 -1.86 0.018
H -1.12 -1.38 0.04 -0.082
H -0.56 -5.39 1.62 0.008
H 0.63 -4.86 2.83 0.012
H 0.89 -4.53 1.11 -0.004
H -2.82 -3.93 3.01 0.002
H -2.64 -2.27 3.60 0.003
H -1.65 -3.56 4.29 0.009
H 0.53 -0.78 2.06 -0.025
H 1.49 -2.08 2.77 0.016
H 0.22 -1.29 3.72 0.025
F -0.79 0.97 -5.59 0.121
C -0.05 0.66 -4.52 -0.652
F 1.02 1.44 -4.49 0.136
F 0.36 -0.61 -4.69 0.123
S -1.10 0.75 -2.95 0.580
O -0.80 -0.47 -2.25 -0.346
O -2.44 0.91 -3.45 -0.274
N -0.60 2.01 -2.13 -0.304
S -1.13 3.38 -2.79 0.597
O -0.92 3.45 -4.20 -0.271
O -2.38 3.85 -2.27 -0.281
C 0.13 4.53 -2.05 -0.664
F 0.14 4.45 -0.73 0.137
F 1.35 4.30 -2.53 0.144
F -0.21 5.79 -2.39 0.118
F 2.81 2.13 -0.97 0.171
B 2.34 0.85 -0.90 -0.982
F 1.92 0.41 -2.16 0.112
```

## Properties
E_HOMO (spin up / spin down), eV: -1.1 / -1.1
Charge: -2
Spin multiplicity: 2


The following is a DFT calculation (ωB97M-V with the def2-TZVPD basis set) of C27H22N3NiSi as an isolated structure.

```
54
Properties=species:S:1:pos:R:3:nbo_charge:R:1
Ni 0.39 0.39 0.80 0.673
C 4.40 0.97 -0.44 -0.229
C 5.08 0.71 0.73 -0.124
C 4.36 0.39 1.87 -0.209
C 2.98 0.33 1.80 0.172
N 2.31 0.53 0.63 -0.460
C 3.01 0.86 -0.45 0.088
C 2.11 0.05 2.96 0.184
C 2.47 -0.38 4.23 -0.204
C 1.46 -0.63 5.14 -0.130
C 0.12 -0.50 4.78 -0.206
C -0.16 -0.07 3.49 0.194
N 0.83 0.24 2.66 -0.488
C -1.48 0.10 2.84 0.168
C -2.68 0.03 3.51 -0.210
C -3.86 0.28 2.81 -0.127
C -3.78 0.62 1.47 -0.222
C -2.54 0.65 0.86 0.100
N -1.41 0.38 1.51 -0.462
H 4.91 1.24 -1.35 0.246
H 6.16 0.78 0.77 0.240
H 4.86 0.22 2.81 0.234
H 2.45 1.04 -1.36 0.246
H 3.51 -0.52 4.50 0.238
H 1.71 -0.97 6.14 0.241
H -0.67 -0.75 5.48 0.238
H -2.71 -0.20 4.56 0.234
H -4.81 0.22 3.31 0.240
H -4.66 0.84 0.89 0.246
H -2.44 0.89 -0.18 0.234
C -4.26 -2.23 -1.90 -0.206
C -3.94 -0.99 -2.44 -0.212
C -2.66 -0.48 -2.27 -0.223
C -1.68 -1.18 -1.56 -0.499
C -2.02 -2.44 -1.04 -0.149
C -3.30 -2.96 -1.21 -0.215
Si 0.04 -0.49 -1.24 0.887
C 0.60 0.46 -2.76 -0.513
C 1.53 -0.09 -3.65 -0.213
C 1.96 0.62 -4.77 -0.198
C 1.46 1.89 -5.02 -0.200
C 0.54 2.45 -4.15 -0.227
C 0.12 1.75 -3.03 -0.154
H -5.25 -2.64 -2.04 0.221
H -4.67 -0.43 -3.00 0.221
H -2.42 0.48 -2.72 0.214
H -1.28 -3.02 -0.51 0.203
H -3.54 -3.93 -0.81 0.218
H 0.95 -1.67 -1.14 -0.176
H 1.91 -1.08 -3.47 0.217
H 2.67 0.17 -5.44 0.220
H 1.79 2.43 -5.89 0.223
H 0.15 3.45 -4.35 0.220
H -0.59 2.22 -2.36 0.195
```

## Properties
E_HOMO (spin up / spin down), eV: -10.7 / -10.7
Charge: +1


Which value of charge does entry 1 give?
-2